1.
This record from the OMol25 dataset describes a structure of composition C22H31BiIN4O2PS3. The level of theory is the ωB97M-V functional and the def2-TZVPD basis.

## Properties
highest occupied orbital energy: -13.35 eV
orbital gap: 0.230 Ha
relative energy (zero: lowest compared OMol25 entry of this formula, charge and spin): 46.42 kJ/mol
charge: +2
multiplicity: 1

Cartesian coordinates (Å):
Bi1 10.01 11.12 12.89
S1 8.72 8.90 14.05
C1 10.11 8.58 15.02
N1 11.13 9.45 15.17
C2 12.23 8.84 15.78
C3 13.47 9.47 16.11
C4 14.44 8.63 16.58
C5 14.37 7.27 16.70
C6 13.15 6.66 16.44
C7 12.10 7.48 16.09
S2 10.52 6.95 15.61
H1 13.57 10.55 16.01
H2 15.38 9.10 16.83
H3 15.29 6.70 16.94
H4 13.00 5.58 16.52
O1 10.08 12.49 14.88
H5 10.46 13.38 14.86
H6 10.00 12.21 15.90
C8 7.59 11.81 9.66
C9 6.85 12.21 10.96
P1 7.86 12.73 12.43
C10 8.60 14.36 11.95
C11 7.57 15.47 11.65
C12 6.72 13.01 13.87
C13 5.25 12.54 13.75
H7 6.92 11.29 8.94
H8 8.41 11.09 9.92
H9 8.04 12.74 9.24
H10 6.20 11.39 11.36
H11 6.19 13.04 10.69
H12 9.18 14.12 11.04
H13 9.34 14.61 12.73
H14 7.53 15.70 10.58
H15 7.88 16.38 12.17
H16 6.54 15.25 12.04
H17 6.75 14.08 14.14
H18 7.22 12.47 14.66
H19 4.77 13.11 12.93
H20 4.72 12.70 14.69
H21 5.19 11.51 13.50
N2 9.54 7.75 10.83
C14 10.02 8.86 10.19
N3 10.68 9.86 10.79
C15 11.33 10.64 9.81
C16 12.31 11.60 10.01
C17 12.94 12.19 8.94
C18 12.73 11.70 7.63
C19 11.80 10.71 7.41
C20 11.08 10.21 8.50
S3 9.87 8.98 8.46
H22 9.52 7.75 11.84
H23 9.28 6.90 10.32
H24 12.63 11.86 11.04
H25 13.58 13.02 9.09
H26 13.25 12.15 6.80
H27 11.55 10.36 6.39
N4 11.11 10.72 18.86
C21 9.96 10.94 18.15
O2 9.85 11.91 17.29
C22 8.80 10.06 18.51
I1 9.16 8.06 19.36
H28 11.92 11.24 18.58
H29 11.21 9.80 19.28
H30 8.27 9.83 17.59
H31 8.12 10.48 19.21

Results of the Mulliken charge analysis, in e, for atoms 1 through 6:
1. Bi 1.2822
2. S -0.3393
3. C 0.3925
4. N -0.1188
5. C -0.4495
6. C -0.7279

---

2.
This record from the OMol25 dataset describes an isolated molecule of C21H22N4OS. The level of theory is the ωB97M-V functional and the def2-TZVPD basis.

## Properties
highest occupied orbital energy: -7.81 eV
orbital gap: 0.303 Ha
relative energy (zero: lowest compared OMol25 entry of this formula, charge and spin): 30.10 kJ/mol
charge: 0
multiplicity: 1

Cartesian coordinates (Å):
C1 -0.81 4.23 1.69
C2 -1.65 3.64 0.55
N1 -1.12 2.47 -0.11
C3 0.12 2.63 -0.82
C4 1.36 2.40 0.09
C5 2.32 1.33 -0.43
N2 1.72 0.02 -0.64
C6 1.41 -0.80 0.39
S1 1.63 -0.21 2.03
C7 0.93 -1.64 2.93
C8 1.73 -2.81 2.72
N3 2.39 -3.74 2.58
N4 0.96 -2.00 0.29
C9 0.78 -2.53 -0.95
C10 0.33 -3.84 -1.09
C11 0.12 -4.37 -2.34
C12 0.36 -3.60 -3.48
C13 0.81 -2.31 -3.37
C14 1.03 -1.76 -2.10
C15 1.52 -0.39 -1.96
O1 1.76 0.36 -2.88
C16 -1.52 1.20 0.29
C17 -1.51 0.14 -0.62
C18 -1.95 -1.11 -0.26
C19 -2.40 -1.36 1.02
C20 -2.43 -0.32 1.94
C21 -2.00 0.94 1.58
H1 0.14 4.60 1.32
H2 -1.35 5.06 2.14
H3 -0.61 3.49 2.46
H4 -2.65 3.40 0.91
H5 -1.77 4.42 -0.22
H6 0.14 3.64 -1.24
H7 0.16 1.93 -1.67
H8 1.93 3.32 0.19
H9 1.00 2.11 1.08
H10 3.15 1.22 0.29
H11 2.72 1.63 -1.40
H12 0.93 -1.36 3.98
H13 -0.09 -1.79 2.56
H14 0.15 -4.42 -0.19
H15 -0.23 -5.38 -2.45
H16 0.19 -4.03 -4.46
H17 1.00 -1.69 -4.23
H18 -1.19 0.31 -1.64
H19 -1.95 -1.91 -1.00
H20 -2.73 -2.35 1.31
H21 -2.78 -0.49 2.94
H22 -2.04 1.73 2.31

Results of the Mulliken charge analysis, in e, for atoms 1 through 6:
1. C -1.0078
2. C -0.9545
3. N 0.0589
4. C -1.3228
5. C 0.2085
6. C -2.2195

---

3.
This record from the OMol25 dataset describes a structure of composition C28H25Cl2EuN9O2SSi. The level of theory is the ωB97M-V functional and the def2-TZVPD basis.

## Properties
highest occupied orbital energy (spin up / spin down): -3.92 / -3.77 eV
orbital gap (spin up / spin down): 0.201 / 0.196 Ha
relative energy (zero: lowest compared OMol25 entry of this formula, charge and spin): 0.00 kJ/mol
⟨S²⟩: 12.142
charge: -1
multiplicity: 7

Cartesian coordinates (Å):
Eu1 0.41 -0.39 -0.22
Cl1 -5.10 -1.79 4.32
C1 -3.81 -0.93 3.52
C2 -3.36 -1.40 2.30
C3 -2.34 -0.74 1.61
N1 -1.81 -1.23 0.39
C4 -2.67 -1.66 -0.54
O1 -3.91 -1.68 -0.51
C5 -2.03 -2.13 -1.83
C6 -2.65 -3.14 -2.55
C7 -2.07 -3.54 -3.74
C8 -0.91 -2.92 -4.18
C9 -0.35 -1.94 -3.39
N2 -0.89 -1.56 -2.23
C10 -1.76 0.40 2.18
C11 -2.23 0.87 3.40
C12 -3.25 0.22 4.07
Cl2 -3.80 0.86 5.59
N3 -0.61 0.94 1.56
C13 -0.39 2.26 1.62
O2 -1.15 3.19 1.91
C14 1.06 2.61 1.31
C15 1.59 3.80 1.80
C16 2.95 4.04 1.63
C17 3.73 3.10 0.97
C18 3.11 1.96 0.48
N4 1.81 1.73 0.65
H1 -3.81 -2.27 1.87
H2 -3.56 -3.56 -2.16
H3 -2.52 -4.34 -4.33
H4 -0.41 -3.22 -5.09
H5 0.57 -1.45 -3.67
H6 -1.80 1.76 3.83
H7 0.93 4.48 2.30
H8 3.40 4.94 2.03
H9 4.79 3.23 0.83
H10 3.67 1.21 -0.07
N5 -2.00 3.10 -2.43
C19 -3.11 2.68 -1.72
C20 -2.71 1.57 -1.03
N6 -1.38 1.32 -1.29
C21 -0.99 2.25 -2.12
C22 0.38 2.28 -2.62
N7 1.26 1.39 -2.23
C23 2.42 1.71 -2.91
C24 2.23 2.81 -3.68
N8 0.91 3.16 -3.50
H11 -1.96 3.93 -2.99
H12 -4.05 3.19 -1.76
H13 -3.29 0.94 -0.37
H14 3.31 1.10 -2.81
H15 2.88 3.35 -4.34
H16 0.43 3.92 -3.95
S1 2.84 -1.50 -1.77
C25 2.54 -2.92 -2.62
N9 2.34 -3.89 -3.22
C26 1.01 -1.73 3.56
Si1 1.71 -2.03 1.82
C27 1.62 -3.91 1.60
C28 3.56 -1.68 2.03
H17 1.52 -2.37 4.29
H18 -0.07 -1.95 3.61
H19 1.13 -0.69 3.85
H20 2.11 -4.40 2.46
H21 2.13 -4.23 0.69
H22 0.59 -4.27 1.54
H23 3.98 -2.32 2.82
H24 3.75 -0.64 2.31
H25 4.11 -1.88 1.10

Results of the Mulliken charge analysis, in e, for atoms 1 through 6:
1. Eu 0.6411
2. Cl -0.2487
3. C -0.0259
4. C -0.4372
5. C -0.1242
6. N 0.1610

---

Copy entry 2 word for word.
This record from the OMol25 dataset describes an isolated molecule of C21H22N4OS. The level of theory is the ωB97M-V functional and the def2-TZVPD basis.

## Properties
highest occupied orbital energy: -7.81 eV
orbital gap: 0.303 Ha
relative energy (zero: lowest compared OMol25 entry of this formula, charge and spin): 30.10 kJ/mol
charge: 0
multiplicity: 1

Cartesian coordinates (Å):
C1 -0.81 4.23 1.69
C2 -1.65 3.64 0.55
N1 -1.12 2.47 -0.11
C3 0.12 2.63 -0.82
C4 1.36 2.40 0.09
C5 2.32 1.33 -0.43
N2 1.72 0.02 -0.64
C6 1.41 -0.80 0.39
S1 1.63 -0.21 2.03
C7 0.93 -1.64 2.93
C8 1.73 -2.81 2.72
N3 2.39 -3.74 2.58
N4 0.96 -2.00 0.29
C9 0.78 -2.53 -0.95
C10 0.33 -3.84 -1.09
C11 0.12 -4.37 -2.34
C12 0.36 -3.60 -3.48
C13 0.81 -2.31 -3.37
C14 1.03 -1.76 -2.10
C15 1.52 -0.39 -1.96
O1 1.76 0.36 -2.88
C16 -1.52 1.20 0.29
C17 -1.51 0.14 -0.62
C18 -1.95 -1.11 -0.26
C19 -2.40 -1.36 1.02
C20 -2.43 -0.32 1.94
C21 -2.00 0.94 1.58
H1 0.14 4.60 1.32
H2 -1.35 5.06 2.14
H3 -0.61 3.49 2.46
H4 -2.65 3.40 0.91
H5 -1.77 4.42 -0.22
H6 0.14 3.64 -1.24
H7 0.16 1.93 -1.67
H8 1.93 3.32 0.19
H9 1.00 2.11 1.08
H10 3.15 1.22 0.29
H11 2.72 1.63 -1.40
H12 0.93 -1.36 3.98
H13 -0.09 -1.79 2.56
H14 0.15 -4.42 -0.19
H15 -0.23 -5.38 -2.45
H16 0.19 -4.03 -4.46
H17 1.00 -1.69 -4.23
H18 -1.19 0.31 -1.64
H19 -1.95 -1.91 -1.00
H20 -2.73 -2.35 1.31
H21 -2.78 -0.49 2.94
H22 -2.04 1.73 2.31

Results of the Mulliken charge analysis, in e, for atoms 1 through 6:
1. C -1.0078
2. C -0.9545
3. N 0.0589
4. C -1.3228
5. C 0.2085
6. C -2.2195

---

Question: Among the records above, which one has the highest relative energy (zero: lowest compared OMol25 entry of this formula, charge and spin)?
Answer: C22H31BiIN4O2PS3

---

Copy entry 2 word for word.
This record from the OMol25 dataset describes an isolated molecule of C21H22N4OS. The level of theory is the ωB97M-V functional and the def2-TZVPD basis.

## Properties
highest occupied orbital energy: -7.81 eV
orbital gap: 0.303 Ha
relative energy (zero: lowest compared OMol25 entry of this formula, charge and spin): 30.10 kJ/mol
charge: 0
multiplicity: 1

Cartesian coordinates (Å):
C1 -0.81 4.23 1.69
C2 -1.65 3.64 0.55
N1 -1.12 2.47 -0.11
C3 0.12 2.63 -0.82
C4 1.36 2.40 0.09
C5 2.32 1.33 -0.43
N2 1.72 0.02 -0.64
C6 1.41 -0.80 0.39
S1 1.63 -0.21 2.03
C7 0.93 -1.64 2.93
C8 1.73 -2.81 2.72
N3 2.39 -3.74 2.58
N4 0.96 -2.00 0.29
C9 0.78 -2.53 -0.95
C10 0.33 -3.84 -1.09
C11 0.12 -4.37 -2.34
C12 0.36 -3.60 -3.48
C13 0.81 -2.31 -3.37
C14 1.03 -1.76 -2.10
C15 1.52 -0.39 -1.96
O1 1.76 0.36 -2.88
C16 -1.52 1.20 0.29
C17 -1.51 0.14 -0.62
C18 -1.95 -1.11 -0.26
C19 -2.40 -1.36 1.02
C20 -2.43 -0.32 1.94
C21 -2.00 0.94 1.58
H1 0.14 4.60 1.32
H2 -1.35 5.06 2.14
H3 -0.61 3.49 2.46
H4 -2.65 3.40 0.91
H5 -1.77 4.42 -0.22
H6 0.14 3.64 -1.24
H7 0.16 1.93 -1.67
H8 1.93 3.32 0.19
H9 1.00 2.11 1.08
H10 3.15 1.22 0.29
H11 2.72 1.63 -1.40
H12 0.93 -1.36 3.98
H13 -0.09 -1.79 2.56
H14 0.15 -4.42 -0.19
H15 -0.23 -5.38 -2.45
H16 0.19 -4.03 -4.46
H17 1.00 -1.69 -4.23
H18 -1.19 0.31 -1.64
H19 -1.95 -1.91 -1.00
H20 -2.73 -2.35 1.31
H21 -2.78 -0.49 2.94
H22 -2.04 1.73 2.31

Results of the Mulliken charge analysis, in e, for atoms 1 through 6:
1. C -1.0078
2. C -0.9545
3. N 0.0589
4. C -1.3228
5. C 0.2085
6. C -2.2195